Entry 1:
One molecule with the formula C10H10N2 at a distorted geometry. Source: OMol25; level of theory: the ωB97M-V functional and the def2-TZVPD basis.

Structure (XYZ):
```
22
Properties=species:S:1:pos:R:3:forces:R:3
C 0.1793 -1.4080 1.8943 1.32 -3.51 -1.28
N -0.1494 -0.0505 1.8520 -0.18 2.37 0.38
C -0.4779 0.7768 2.9185 -0.05 -4.98 5.50
C -0.7741 1.9665 2.4977 1.17 0.15 -3.97
N -0.5445 2.0243 1.1323 -0.31 -1.66 -0.60
C -0.2470 0.7624 0.7775 -0.18 3.19 1.52
C -0.0370 0.4052 -0.5693 -0.65 -3.12 -3.27
C 1.0392 0.8051 -1.3434 -0.59 -1.21 -1.42
C 1.3987 0.4040 -2.6134 -4.05 -2.63 0.19
C 0.4790 -0.5433 -3.2266 1.51 0.66 -2.04
C -0.5987 -1.0259 -2.5460 0.19 1.78 2.79
C -0.8447 -0.5580 -1.2141 -1.23 -1.03 -0.32
H -0.8531 -1.9691 2.0880 2.63 0.40 -0.57
H 0.9934 -1.6529 2.6937 -1.79 0.50 -1.17
H 0.7881 -1.7242 0.8003 -2.33 0.79 3.20
H -0.5797 0.3219 4.0481 0.41 1.14 -3.24
H -1.1396 2.8120 2.8745 -1.16 2.90 2.26
H 1.6954 1.4665 -1.0055 2.52 2.93 2.22
H 2.2791 0.7801 -3.0289 1.01 0.40 -0.92
H 0.5186 -0.8687 -4.3149 0.58 0.51 1.46
H -1.3356 -1.6807 -2.9230 -0.36 -0.67 -0.77
H -1.7898 -1.0432 -0.7919 1.51 1.08 0.06
```
Positions in Å, forces in eV/Å.

Computed properties:
**LUMO**: 0.771 eV
**HOMO level**: -8.6294 eV
**Multiplicity**: 1
**Frontier orbital gap**: 9.40 eV
**Structure (SMILES)**: Cn1ccnc1-c1ccccc1

Entry 2:
One molecule with the formula C10H10N2 at a distorted geometry. Source: OMol25; level of theory: the ωB97M-V functional and the def2-TZVPD basis.

Structure (XYZ):
```
22
Properties=species:S:1:pos:R:3:forces:R:3
C 1.3595 -3.1963 1.0066 3.38 2.27 0.60
C 1.0191 -1.9138 0.2359 -2.57 0.53 0.34
C 1.1243 -1.7889 -1.2165 1.18 -0.97 1.41
C 0.5947 -0.7389 -1.8691 -0.26 3.29 2.31
C 0.0852 0.4395 -1.1376 0.75 -3.85 0.25
C -0.2949 1.6018 -1.8547 0.42 1.90 1.93
C -0.7389 2.5827 -0.9955 -2.69 -0.66 0.35
C -1.2850 2.2483 0.3060 2.90 2.04 0.74
C -0.8353 1.1432 1.0595 -0.72 0.41 -1.17
N -1.3526 0.9226 2.3200 0.00 1.69 4.31
C -0.0345 0.1646 0.3547 -1.91 1.28 -2.58
N 0.2492 -1.0130 0.9540 2.87 -1.12 -1.79
H 2.4671 -3.3425 1.3325 -1.39 0.58 -1.20
H 1.0743 -4.0862 0.5940 -0.80 -2.13 -1.68
H 0.9447 -3.1780 1.9622 -1.27 0.47 1.50
H 1.7538 -2.4733 -1.8074 -0.55 -0.07 0.58
H 0.7658 -0.4928 -2.8727 0.10 -0.52 -1.59
H -0.1656 2.0701 -2.8532 0.48 -1.85 0.25
H -1.0267 3.5357 -1.4660 0.25 -0.21 0.67
H -1.5028 3.1640 0.9150 -0.66 -1.03 -0.51
H -0.7774 0.3523 3.0329 -1.11 1.05 -2.11
H -1.7738 1.8310 2.9089 1.61 -3.10 -2.61
```
Positions in Å, forces in eV/Å.

Computed properties:
**LUMO**: 0.359 eV
**HOMO level**: -7.6740 eV
**Multiplicity**: 1
**Frontier orbital gap**: 8.03 eV
**Structure (SMILES)**: Cc1ccc2cccc(N)c2n1

Entry 3:
A 2-piece molecular cluster, C10H10N2 overall at a distorted geometry. Source: OMol25; level of theory: the ωB97M-V functional and the def2-TZVPD basis.

Structure (XYZ):
```
22
Properties=species:S:1:pos:R:3:forces:R:3
C -4.1447 -0.7172 0.0096 -0.38 -2.02 -0.99
C -2.8987 -1.3940 -0.0492 -1.07 1.13 1.01
C -1.6924 -0.6210 0.0940 0.08 -0.84 1.70
N -1.7104 0.7036 -0.0093 -2.47 0.70 -0.02
C -2.9889 1.2903 -0.1201 4.32 1.12 -0.98
C -4.1614 0.6364 -0.0914 -1.86 4.20 1.65
H -5.1454 -1.2141 0.0050 1.24 -0.12 0.19
H -3.0064 -2.4679 0.0153 0.77 -0.08 -0.03
H -0.7268 -1.0377 0.6249 -1.77 0.43 -2.01
H -3.0063 2.4028 -0.2904 0.37 -1.25 0.45
H -4.9467 1.5321 0.1579 0.77 -3.25 -1.01
C 4.1365 0.5998 -0.1060 -0.03 4.36 -0.27
C 4.0438 -0.7350 -0.1476 7.41 -0.67 0.72
C 2.8900 -1.3136 0.0200 -3.25 -1.57 -1.12
N 1.7821 -0.6154 0.0200 -2.37 -0.39 1.74
C 1.7880 0.7047 0.2608 -2.73 -0.35 -1.79
C 2.9471 1.3522 0.1625 4.20 4.08 -2.24
H 5.0488 1.2164 -0.4061 -1.14 -1.29 0.70
H 5.0416 -1.3509 -0.1697 -2.10 1.05 -0.39
H 2.8691 -2.3619 -0.2004 -0.67 -0.69 0.38
H 0.8103 1.2914 0.1465 1.23 -1.27 0.68
H 3.0438 2.5570 -0.1534 -0.57 -3.31 1.63
```
Positions in Å, forces in eV/Å.

Computed properties:
**LUMO**: 0.927 eV
**HOMO level**: -9.1771 eV
**Multiplicity**: 1
**Frontier orbital gap**: 10.10 eV
**Structure (SMILES)**: c1ccncc1.c1ccncc1

Entry 4:
One molecule with the formula C10H10N2 at a distorted geometry. Source: OMol25; level of theory: the ωB97M-V functional and the def2-TZVPD basis.

Structure (XYZ):
```
22
Properties=species:S:1:pos:R:3:forces:R:3
C 1.3544 -2.1557 2.7631 0.27 2.75 -1.78
C 0.8745 -1.3031 1.5448 -1.18 -0.80 0.08
C 1.2499 -1.5977 0.2117 1.84 1.50 -0.58
C 0.9278 -0.7084 -0.8296 1.02 -0.65 -2.21
C 0.0441 0.3899 -0.7424 -1.15 -0.44 1.88
C -0.6179 1.1433 -1.8218 2.21 -2.21 0.22
N -0.0116 1.0023 -3.1337 -0.93 1.04 -0.14
C -1.7205 1.8336 -1.4972 -2.06 0.07 -2.83
C -2.0055 2.0430 -0.1756 -0.59 0.84 1.73
N -1.3641 1.5934 0.8385 1.12 -2.11 1.38
C -0.4285 0.5727 0.5997 -0.28 1.26 -0.35
C 0.0365 -0.2226 1.7075 -0.18 0.52 -1.26
H 0.8864 -3.0660 3.0166 -1.03 -0.84 -0.05
H 2.3772 -2.3609 2.5329 0.89 -0.30 0.23
H 1.3073 -1.4227 3.5530 0.13 -0.29 0.79
H 2.1655 -2.2367 0.1100 -1.35 0.10 -0.37
H 1.3542 -0.8047 -1.8806 -0.29 -0.41 1.57
H -0.0991 1.9319 -3.5507 0.52 0.05 0.17
H -0.6176 0.5151 -3.7851 -0.12 -0.78 0.26
H -2.5762 2.0869 -2.2224 1.95 0.09 0.72
H -2.8201 2.6815 0.0987 -0.52 0.49 -0.13
H -0.3168 0.0849 2.6625 -0.26 0.12 0.70
```
Positions in Å, forces in eV/Å.

Computed properties:
**LUMO**: 0.268 eV
**HOMO level**: -8.5275 eV
**Multiplicity**: 1
**Frontier orbital gap**: 8.80 eV
**Structure (SMILES)**: Cc1ccc2c(N)ccnc2c1

Entry 5:
A 2-piece molecular cluster, C10H10N2O2 overall at a distorted geometry. Source: OMol25; level of theory: the ωB97M-V functional and the def2-TZVPD basis.

Structure (XYZ):
```
24
Properties=species:S:1:pos:R:3:forces:R:3
O -4.7382 -1.9657 -0.5238 0.02 4.39 0.55
C -4.0846 -0.9577 -0.0842 1.01 -3.62 -2.28
C -2.9392 -1.3902 0.6942 -0.96 0.49 1.19
C -2.1719 -0.4429 1.2985 0.18 -1.50 0.50
N -2.1369 0.8656 0.8837 -2.85 0.92 -2.15
C -3.0764 1.2995 -0.1347 0.71 -0.81 0.20
O -2.9954 2.3378 -0.7332 0.34 0.29 0.40
N -4.0899 0.3882 -0.4495 -2.11 -0.90 -1.63
H -3.1735 -2.4889 0.7606 1.42 1.19 1.14
H -1.6297 -0.6096 2.2256 0.60 -0.37 -0.53
H -1.3193 1.4521 0.8731 0.17 -0.14 0.50
H -4.7149 0.5923 -1.3086 1.48 0.06 2.13
C 4.6306 0.8702 0.9405 1.06 -2.27 1.34
C 3.7041 1.1563 -0.0840 2.59 -1.94 1.84
C 3.6345 0.2397 -1.1374 0.93 -0.35 -0.89
C 4.5078 -0.8701 -1.3274 -1.81 1.37 3.50
C 5.2516 -1.2497 -0.1730 -0.94 2.23 -2.66
C 5.3406 -0.4105 0.9140 -1.19 2.08 -1.29
H 4.8227 1.4976 1.8820 -0.56 -0.67 -1.80
H 3.2148 2.0573 0.1302 -1.30 1.04 -0.84
H 2.9807 0.4328 -1.9453 -0.78 0.37 -0.70
H 4.3772 -1.5134 -2.1653 0.21 -0.20 -0.61
H 5.9884 -1.9354 -0.4188 1.20 -1.91 0.57
H 6.1262 -0.7071 1.5436 0.60 0.24 1.57
```
Positions in Å, forces in eV/Å.

Computed properties:
**LUMO**: 0.323 eV
**HOMO level**: -9.3079 eV
**Multiplicity**: 1
**Frontier orbital gap**: 9.63 eV
**Structure (SMILES)**: O=c1cc[nH]c(=O)[nH]1.c1ccccc1

Entry 6:
A 2-piece molecular cluster, C10H10N2O2 overall at a distorted geometry. Source: OMol25; level of theory: the ωB97M-V functional and the def2-TZVPD basis.

Structure (XYZ):
```
24
Properties=species:S:1:pos:R:3:forces:R:3
O -0.3550 -1.8790 -1.8276 0.69 -0.08 1.07
C 0.1953 -1.5852 -0.7767 -0.71 -0.48 0.91
C 0.1809 -2.2606 0.5454 -0.46 0.40 -0.17
C 0.7986 -1.5960 1.5611 0.37 -3.36 1.52
N 1.5187 -0.4999 1.4647 3.42 2.59 0.22
C 1.7475 0.1156 0.1905 0.62 1.41 3.07
O 2.4834 1.0839 0.1026 -0.21 -0.91 -0.48
N 0.9167 -0.3733 -0.7161 -0.04 -0.69 -4.36
H -0.3751 -3.1967 0.7163 0.46 0.72 -0.22
H 1.0354 -2.0169 2.5785 -1.30 -0.15 -1.10
H 2.2701 -0.3053 2.2364 -2.15 -0.19 -2.26
H 1.0185 -0.0367 -1.7136 -0.05 0.00 1.79
C -1.5657 0.6683 1.1058 -2.65 -1.03 2.76
C -2.2960 0.1168 0.0650 1.14 1.22 -1.20
C -1.9909 0.6840 -1.1656 -0.14 0.47 -2.92
C -1.0616 1.7268 -1.3329 -0.34 -1.31 3.23
C -0.3273 2.2231 -0.2398 -2.30 -1.06 -1.99
C -0.6747 1.7081 0.9744 0.79 0.26 0.52
H -1.9942 0.3281 2.1250 1.49 0.65 -1.33
H -3.0279 -0.6597 0.1746 -0.09 -0.20 0.17
H -2.3851 0.4027 -2.2044 -0.04 -0.20 2.02
H -0.9120 2.0556 -2.2850 0.53 1.03 -2.47
H 0.4005 2.9539 -0.4173 0.95 0.99 0.21
H -0.1420 2.1423 1.7874 0.02 -0.09 1.02
```
Positions in Å, forces in eV/Å.

Computed properties:
**LUMO**: 0.445 eV
**HOMO level**: -9.1529 eV
**Multiplicity**: 1
**Frontier orbital gap**: 9.60 eV
**Structure (SMILES)**: O=c1cc[nH]c(=O)[nH]1.c1ccccc1

What is the multiplicity in the fifth record?
1

Which of these has the highest LUMO?
number 3